# 1
# C36H34FMoN6OP2

A molecular structure, C36H34FMoN6OP2 (ωB97M-V/def2-TZVPD, OMol25).

Last column: Mulliken spin population.
Geometry (Å):
Mo -0.110 -0.132 0.557  2.153
C 1.473 3.553 -1.783  -0.003
N 0.964 2.364 -1.072  0.014
P -0.531 2.224 -0.304  -0.058
C -0.728 3.542 0.882  -0.017
C -0.774 4.844 0.357  -0.001
C -0.881 5.933 1.204  0.001
C -0.951 5.737 2.577  0.000
C -0.909 4.454 3.103  0.004
C -0.800 3.357 2.264  0.005
C -1.836 2.225 -1.501  -0.010
C -1.780 1.273 -2.527  -0.009
C -2.762 1.244 -3.498  0.007
C -3.805 2.166 -3.450  -0.001
C -3.874 3.100 -2.428  0.004
C -2.895 3.132 -1.445  -0.004
P 1.938 1.247 -0.281  0.012
C 2.825 0.371 -1.566  -0.028
C 2.414 0.486 -2.896  0.004
C 3.098 -0.198 -3.892  0.001
C 4.173 -1.013 -3.562  -0.004
C 4.569 -1.148 -2.236  0.003
C 3.899 -0.458 -1.236  0.004
C 3.082 1.974 0.853  -0.073
C 2.633 2.267 2.146  0.002
C 3.453 2.954 3.022  0.006
C 4.719 3.353 2.607  -0.001
C 5.167 3.069 1.323  0.001
C 4.355 2.380 0.439  -0.009
H 0.700 3.925 -2.455  0.001
H 2.337 3.270 -2.383  0.000
H 1.763 4.331 -1.077  0.001
H -0.736 5.016 -0.711  0.001
H -0.919 6.931 0.793  0.000
H -1.048 6.589 3.236  0.000
H -0.974 4.306 4.172  0.000
H -0.791 2.369 2.701  0.009
H -0.956 0.561 -2.586  -0.022
H -2.724 0.514 -4.293  0.000
H -4.571 2.150 -4.213  0.000
H -4.692 3.806 -2.391  0.000
H -2.971 3.847 -0.637  -0.001
H 1.591 1.137 -3.162  -0.001
H 2.809 -0.075 -4.927  0.000
H 4.718 -1.528 -4.341  0.000
H 5.419 -1.767 -1.985  0.000
H 4.239 -0.545 -0.211  0.000
H 1.645 1.964 2.473  -0.003
H 3.113 3.175 4.024  0.000
H 5.362 3.890 3.291  0.000
H 6.151 3.388 1.011  0.000
H 4.710 2.171 -0.562  0.000
N -6.183 -9.100 0.812  0.000
C -5.497 -8.201 1.000  0.000
C -4.628 -7.078 1.227  0.000
C -3.351 -7.287 1.744  0.000
C -2.505 -6.210 1.944  0.000
C -2.962 -4.942 1.628  0.000
C -4.235 -4.710 1.133  0.000
C -5.073 -5.794 0.924  0.000
N -2.087 -3.813 1.835  0.000
C -1.498 -3.442 3.019  0.001
C -0.786 -2.316 2.759  0.005
N -0.927 -2.001 1.418  0.001
C -1.719 -2.933 0.900  0.010
H -3.029 -8.291 1.983  0.000
H -1.510 -6.363 2.341  0.000
H -4.579 -3.705 0.937  0.000
H -6.074 -5.647 0.545  0.000
H -1.666 -3.991 3.927  0.000
H -0.229 -1.704 3.447  0.003
H -2.061 -2.998 -0.121  -0.001
F -1.418 0.509 1.729  0.025
N 1.202 -2.884 -2.218  0.009
C 1.296 -2.591 -0.932  -0.017
N 1.815 -3.416 -0.039  0.011
O 0.845 -1.447 -0.534  -0.037
H 1.560 -3.748 -2.596  -0.001
H 0.951 -2.156 -2.869  0.000
H 2.239 -4.292 -0.306  0.000
H 1.807 -3.173 0.939  0.004

Charge: +3
F_max (eV Å⁻¹): 0.73
Kohn-Sham gap (spin up / spin down) (eV): 5.22 / 5.30
Spin multiplicity: 3
Energy above the lowest of the compared OMol25 structures with the same formula, charge and spin (kJ/mol): 81.09

=====

# 2
# C4H13N2

A gas-phase ion, C4H13N2 (charge +1) (ωB97M-V/def2-TZVPD, OMol25).

Last column: Mulliken charge in e.
Geometry (Å):
C 1.524 1.068 -0.605  -1.477
C 1.088 -0.032 0.355  0.153
N 0.712 -1.271 -0.461  -0.269
C -0.174 0.321 1.168  -0.804
C -1.360 0.703 0.314  -0.670
N -1.701 -0.533 -0.496  -0.616
H 0.802 1.174 -1.412  0.436
H 2.486 0.829 -1.061  0.441
H 1.693 1.967 -0.035  0.352
H 1.908 -0.318 1.012  0.362
H 0.798 -2.124 0.094  0.360
H 1.248 -1.344 -1.319  0.348
H -0.321 -1.157 -0.665  0.373
H -0.418 -0.557 1.764  0.379
H 0.086 1.071 1.903  0.428
H -1.184 1.502 -0.367  0.382
H -2.174 0.884 1.005  0.360
H -2.170 -0.263 -1.343  0.220
H -2.386 -1.075 0.016  0.240

Charge: +1
SMILES: C[C@H]([NH3+])CCN
F_max (eV Å⁻¹): 2.13
Kohn-Sham gap (eV): 11.64
Spin multiplicity: 1
Energy above the lowest of the compared OMol25 structures with the same formula, charge and spin (kJ/mol): 37.00

=====

# 3
# C27H32BrClN2O4Tm

A molecular structure, C27H32BrClN2O4Tm (ωB97M-V/def2-TZVPD, OMol25).

Last column: Mulliken spin population.
Geometry (Å):
Tm -0.600 -0.366 0.411  1.206
Cl -0.997 1.634 1.810  0.021
N 1.283 -0.857 1.599  -0.015
N -1.624 0.620 -1.375  -0.016
C 2.476 -1.324 1.265  -0.076
C -1.395 0.630 -2.680  -0.071
C 1.021 -1.242 3.017  0.012
C 1.951 -2.442 3.154  -0.001
C -0.428 -1.627 3.220  -0.008
C 1.346 -0.086 3.962  0.004
H -0.678 -2.454 2.554  0.002
H -1.086 -0.765 3.010  0.000
H -0.597 -1.973 4.244  0.000
H 2.404 0.193 3.917  -0.002
H 1.103 -0.369 4.995  0.001
H 0.736 0.788 3.695  -0.002
C -3.080 0.872 -1.169  0.016
C -3.636 0.433 -2.517  -0.007
C -3.335 2.342 -0.839  0.006
C -3.628 0.038 -0.031  -0.016
H -3.432 -1.020 -0.237  0.002
H -4.710 0.184 0.062  -0.001
H -3.150 0.342 0.919  0.002
H -3.034 3.004 -1.659  -0.003
H -2.775 2.615 0.067  -0.002
H -4.405 2.494 -0.642  0.002
O -2.487 0.540 -3.429  0.005
H -4.463 1.041 -2.902  -0.002
H -3.927 -0.633 -2.488  0.006
O 2.962 -2.234 2.098  0.007
H 1.419 -3.381 2.908  0.002
H 2.457 -2.534 4.122  -0.001
C 3.311 -0.848 0.128  -0.044
C -0.078 0.829 -3.341  -0.046
C 1.079 -0.115 -2.956  0.009
H 0.183 1.884 -3.119  0.079
H -0.285 0.783 -4.417  0.004
C 1.609 -0.112 -1.650  0.154
C 2.709 -0.918 -1.290  0.002
H 1.284 0.665 -0.965  0.314
C 3.322 -1.692 -2.289  -0.057
C 2.803 -1.708 -3.589  0.406
C 4.579 -2.465 -2.003  -0.032
C 1.711 -0.904 -3.929  -0.065
H 3.293 -2.320 -4.365  0.054
C 1.271 -0.850 -5.365  -0.035
H 1.901 -1.537 -5.942  0.010
H 1.382 0.151 -5.803  0.009
H 0.224 -1.144 -5.513  -0.002
H 5.416 -1.817 -1.711  0.008
H 4.873 -2.993 -2.917  0.011
H 4.463 -3.209 -1.205  -0.002
H 4.244 -1.419 0.197  0.002
H 3.560 0.198 0.397  0.081
Br -1.402 -5.205 2.935  0.000
C -2.778 -3.926 3.222  0.000
C -3.311 -3.733 4.507  -0.001
C -4.197 -2.666 4.736  0.000
C -4.585 -1.852 3.680  0.000
C -4.099 -2.084 2.393  0.000
C -3.148 -3.080 2.157  -0.002
C -2.437 -3.185 0.817  0.003
O -2.641 -4.126 0.076  -0.001
O -1.665 -2.131 0.567  0.071
H -3.010 -4.380 5.331  0.000
H -4.590 -2.480 5.745  0.000
H -5.258 -1.000 3.845  0.000
H -4.456 -1.478 1.575  0.000

Charge: -1
F_max (eV Å⁻¹): 4.47
Kohn-Sham gap (spin up / spin down) (eV): 3.00 / 4.32
Spin multiplicity: 3

=====

# 4
# C28H49N4O5Si

3 unconnected molecules or ions with the total composition C28H49N4O5Si (ωB97M-V/def2-TZVPD, OMol25).

Last column: Mulliken spin population.
Geometry (Å):
C 8.637 2.512 -3.477  0.000
Si 8.287 4.118 -4.527  0.000
C 9.001 3.773 -6.254  0.000
C 9.466 5.454 -3.728  0.000
O 6.694 4.747 -4.388  0.000
C 5.853 4.683 -5.509  0.000
O 6.108 4.887 -6.732  0.000
C 4.266 4.426 -5.193  0.000
C 3.248 3.838 -6.250  0.000
C 1.731 3.720 -5.785  0.000
N 1.297 4.145 -4.435  0.000
N -0.086 4.034 -4.166  0.000
C -0.281 2.704 -4.141  0.000
O -0.446 1.455 -4.166  0.000
C 2.203 4.667 -3.418  0.000
C 3.741 4.841 -3.744  0.000
H 9.781 2.580 -3.245  0.000
H 8.500 1.547 -4.086  0.000
H 8.111 2.520 -2.456  0.000
H 8.862 4.689 -6.958  0.000
H 10.140 3.598 -6.186  0.000
H 8.566 2.828 -6.779  0.000
H 9.166 6.451 -4.241  0.000
H 10.575 5.185 -3.841  0.000
H 9.121 5.556 -2.619  0.000
H 3.634 3.540 -7.289  0.000
H 0.970 3.321 -6.568  0.000
H 1.797 4.996 -2.379  0.000
H 4.430 5.274 -2.917  0.000
C -0.083 -3.211 0.440  0.020
C 0.314 -1.946 1.242  0.027
C -0.956 -1.135 1.582  0.017
C -1.552 -0.431 0.368  -0.020
C -0.507 0.435 -0.324  0.025
C 0.809 -0.309 -0.655  0.023
N 1.321 -1.140 0.478  0.281
O 1.933 -0.293 1.369  0.630
C 0.612 -1.206 -1.902  0.021
C 1.839 0.756 -1.138  -0.007
C 0.895 -2.528 2.562  -0.005
H -0.575 -3.946 1.086  0.002
H -0.794 -3.019 -0.361  0.002
H 0.798 -3.701 0.012  -0.012
H -0.726 -0.381 2.345  -0.002
H -1.715 -1.791 2.023  0.007
H -1.971 -1.158 -0.335  0.000
H -2.389 0.198 0.689  0.002
H -0.942 0.853 -1.240  0.000
H -0.292 1.292 0.327  0.002
H 1.490 -1.837 -2.073  -0.012
H 0.473 -0.600 -2.803  0.002
H -0.266 -1.845 -1.849  0.001
H 1.995 1.552 -0.404  0.000
H 1.491 1.247 -2.053  0.000
H 2.809 0.297 -1.359  -0.002
H 1.788 -3.131 2.366  -0.001
H 0.163 -3.173 3.057  0.001
H 1.156 -1.755 3.290  0.000
C -7.278 -1.294 4.194  0.014
C -7.164 -2.838 4.150  0.025
C -7.182 -3.395 5.591  0.021
C -5.890 -3.115 6.350  -0.018
C -4.682 -3.623 5.571  0.020
C -4.627 -3.134 4.105  0.014
N -5.939 -3.249 3.392  0.286
O -6.098 -4.563 3.029  0.633
C -4.142 -1.664 4.052  0.032
C -3.482 -3.915 3.394  -0.006
C -8.477 -3.273 3.438  -0.005
H -8.290 -0.982 4.475  0.001
H -6.626 -0.825 4.929  0.001
H -7.068 -0.853 3.214  -0.008
H -7.347 -4.479 5.572  0.003
H -8.024 -2.970 6.150  0.000
H -5.786 -2.046 6.559  0.000
H -5.927 -3.612 7.325  0.002
H -3.769 -3.325 6.100  0.000
H -4.701 -4.719 5.594  0.002
H -4.222 -1.261 3.037  -0.017
H -3.090 -1.586 4.346  0.001
H -4.677 -1.001 4.729  0.001
H -3.612 -4.999 3.458  0.001
H -2.515 -3.696 3.858  0.000
H -3.410 -3.638 2.337  -0.003
H -8.518 -2.880 2.416  -0.001
H -9.353 -2.893 3.973  0.000
H -8.598 -4.358 3.394  0.000

Charge: +1
F_max (eV Å⁻¹): 9.50
Kohn-Sham gap (spin up / spin down) (eV): 4.54 / 5.15
Spin multiplicity: 3

=====

# 5
# C18H42CuN7O9

A molecular structure, C18H42CuN7O9 (ωB97M-V/def2-TZVPD, OMol25).

Last column: Mulliken spin population.
Geometry (Å):
Cu -2.026 1.754 -2.136  -0.001
N 1.880 -0.446 -0.668  -0.038
O 1.808 0.225 -1.677  0.334
O 2.841 -1.230 -0.398  0.193
O 0.963 -0.200 0.150  0.512
C -7.950 1.770 0.946  0.000
C -6.594 1.432 1.551  0.000
O -5.573 1.484 0.852  0.000
N -6.606 1.023 2.797  0.000
C -5.467 0.619 3.572  0.000
H -8.606 0.962 1.270  0.000
H -7.944 1.622 -0.134  0.000
H -8.432 2.670 1.328  0.000
H -7.504 0.713 3.141  0.000
H -5.881 -0.200 4.160  0.000
H -5.078 1.427 4.192  0.000
H -4.710 0.160 2.935  0.000
C -2.067 7.467 1.374  0.000
C -1.420 6.255 1.956  0.000
O -1.059 5.341 1.210  0.000
N -1.170 6.363 3.300  0.000
C -0.469 5.547 4.165  0.000
H -3.038 7.385 0.884  0.000
H -1.444 7.831 0.557  0.000
H -2.014 8.309 2.065  0.000
H -1.628 7.198 3.637  0.000
H 0.389 5.102 3.661  0.000
H -1.063 4.646 4.319  0.000
H -0.290 5.937 5.166  0.000
C 2.381 -4.508 7.123  0.000
C 2.202 -3.260 8.003  0.000
O 2.063 -3.397 9.291  0.000
N 2.304 -2.066 7.403  0.000
C 2.640 -1.761 6.041  0.000
H 3.343 -4.934 6.838  0.000
H 2.016 -4.227 6.135  0.000
H 1.891 -5.296 7.695  0.000
H 2.208 -1.326 8.083  0.000
H 1.857 -2.098 5.362  0.000
H 3.678 -1.984 5.794  0.000
H 2.679 -0.680 5.906  0.000
C -5.054 -4.169 -3.740  0.000
C -3.614 -3.771 -4.067  0.000
O -3.156 -2.734 -3.644  0.000
N -2.873 -4.648 -4.801  0.000
C -1.478 -4.322 -5.118  0.000
H -5.728 -3.419 -3.327  0.000
H -4.936 -4.917 -2.956  0.000
H -5.672 -4.544 -4.555  0.000
H -3.143 -5.621 -4.798  0.000
H -1.461 -3.552 -5.889  0.000
H -0.945 -5.183 -5.522  0.000
H -0.889 -3.932 -4.288  0.000
C 0.125 6.544 -6.137  0.000
C 0.433 5.055 -6.189  0.000
O -0.086 4.346 -5.365  0.000
N 1.180 4.629 -7.198  0.000
C 1.604 3.244 -7.401  0.000
H 1.043 7.119 -6.016  0.000
H -0.408 6.772 -5.214  0.000
H -0.541 6.782 -6.966  0.000
H 1.631 5.424 -7.628  0.000
H 1.490 2.523 -6.592  0.000
H 2.664 3.231 -7.656  0.000
H 1.016 2.704 -8.142  0.000
C 8.411 -3.671 -0.867  0.000
C 8.184 -5.138 -0.452  0.000
O 9.170 -5.897 -0.231  0.000
N 6.957 -5.516 -0.393  0.000
C 6.425 -6.766 0.104  0.000
H 7.596 -3.161 -1.381  0.000
H 9.303 -3.770 -1.485  0.000
H 8.578 -3.142 0.071  0.000
H 6.283 -4.809 -0.651  0.000
H 7.305 -7.386 0.276  0.000
H 5.714 -7.211 -0.593  0.000
H 5.757 -6.724 0.963  0.000

Charge: +1
F_max (eV Å⁻¹): 5.08
Kohn-Sham gap (spin up / spin down) (eV): 4.22 / 3.43
Spin multiplicity: 2
Energy above the lowest of the compared OMol25 structures with the same formula, charge and spin (kJ/mol): 820.57